A cluster of 8 separate species, C23H53N9O11 in total, computed with ωB97M-V/def2-TZVPD.

Positions of all 96 atoms, in Å:
N: 1.509 1.699 -1.113
C: 0.225 1.596 -1.683
O: -0.683 2.368 -1.524
O: 0.034 0.554 -2.520
C: 1.029 -0.427 -2.666
O: 2.109 0.170 -3.403
N: 3.315 -0.407 -2.977
O: 4.190 0.362 -3.034
H: 1.800 2.667 -1.136
H: 1.488 1.377 -0.150
H: 0.591 -1.254 -3.215
H: 1.405 -0.761 -1.700
C: 8.675 1.239 -2.314
N: 7.581 0.621 -1.599
C: 7.049 0.967 -0.400
C: 7.650 2.156 0.316
O: 6.125 0.327 0.079
H: 8.346 1.612 -3.285
H: 9.489 0.530 -2.475
H: 9.068 2.077 -1.745
H: 7.117 -0.170 -2.022
H: 7.110 2.293 1.248
H: 8.705 1.980 0.530
H: 7.566 3.063 -0.283
C: -3.623 1.742 1.458
N: -2.225 1.738 1.080
C: -1.169 1.387 1.839
C: -1.417 0.908 3.251
O: -0.026 1.431 1.396
H: -4.213 1.095 0.811
H: -4.040 2.749 1.391
H: -3.735 1.391 2.480
H: -1.981 2.039 0.142
H: -0.449 0.704 3.697
H: -1.938 1.660 3.844
H: -2.012 -0.007 3.242
C: 3.201 -1.750 1.962
N: 2.385 -2.568 1.088
C: 1.031 -2.643 0.996
C: 0.216 -1.803 1.954
O: 0.501 -3.373 0.175
H: 3.879 -1.118 1.386
H: 3.795 -2.375 2.633
H: 2.571 -1.104 2.568
H: 2.859 -3.189 0.451
H: -0.834 -1.989 1.744
H: 0.431 -2.077 2.988
H: 0.431 -0.742 1.822
C: -4.179 -4.148 -3.925
N: -2.825 -3.706 -4.195
C: -2.231 -2.550 -3.816
C: -3.046 -1.575 -2.996
O: -1.074 -2.309 -4.130
H: -4.176 -5.074 -3.347
H: -4.723 -4.322 -4.854
H: -4.727 -3.400 -3.365
H: -2.219 -4.312 -4.724
H: -2.422 -0.710 -2.787
H: -3.934 -1.258 -3.546
H: -3.367 -2.031 -2.058
C: 9.450 -1.346 2.596
N: 10.785 -1.102 2.089
C: 11.548 0.018 2.218
C: 10.958 1.173 2.996
O: 12.658 0.080 1.721
H: 9.442 -2.195 3.281
H: 8.757 -1.552 1.779
H: 9.088 -0.474 3.133
H: 11.235 -1.835 1.565
H: 11.680 1.983 3.000
H: 10.030 1.523 2.541
H: 10.738 0.886 4.026
C: -7.687 3.953 3.782
N: -7.087 2.930 2.951
C: -7.359 2.632 1.655
C: -8.420 3.450 0.956
O: -6.759 1.735 1.082
H: -6.937 4.664 4.130
H: -8.178 3.513 4.651
H: -8.433 4.501 3.216
H: -6.375 2.344 3.360
H: -8.506 3.084 -0.062
H: -9.385 3.353 1.456
H: -8.152 4.506 0.934
C: -8.052 -0.184 -1.292
N: -7.387 -1.161 -2.133
C: -7.823 -2.385 -2.516
C: -9.184 -2.826 -2.024
O: -7.140 -3.101 -3.232
H: -8.219 0.743 -1.845
H: -7.452 0.052 -0.415
H: -9.016 -0.565 -0.969
H: -6.476 -0.924 -2.494
H: -9.375 -3.818 -2.421
H: -9.215 -2.861 -0.935
H: -9.964 -2.145 -2.366

Values from the calculation:
- SMILES = NC(=O)OCON=O.CNC(C)=O.CNC(C)=O.CNC(C)=O.CNC(C)=O.CNC(C)=O.CNC(C)=O.CNC(C)=O


A cluster of 3 separate species, C23H54B2Cl2N3O6 in total at a distorted geometry, computed with ωB97M-V/def2-TZVPD.

Positions of all 90 atoms, in Å:
C: 4.506 0.400 1.156
C: 4.037 -0.699 0.204
C: 2.980 -1.647 0.817
C: 1.549 -1.360 0.326
C: 0.930 -0.221 1.150
C: -0.421 0.264 0.618
B: -0.860 1.799 1.121
N: 0.254 2.449 2.039
B: -2.313 1.628 2.026
O: -2.242 1.474 3.436
O: -3.628 1.562 1.542
C: -3.888 0.566 0.578
C: -5.278 0.823 -0.007
C: -0.989 2.795 -0.199
Cl: -2.536 3.588 -0.572
C: 0.041 3.075 -1.018
C: 1.423 2.519 -0.866
Cl: -0.109 4.163 -2.421
H: 5.452 0.840 0.843
H: 4.620 0.008 2.165
H: 3.779 1.208 1.214
H: 4.899 -1.312 -0.060
H: 3.643 -0.244 -0.702
H: 2.999 -1.553 1.903
H: 3.274 -2.664 0.554
H: 0.945 -2.262 0.412
H: 1.622 -1.023 -0.709
H: 0.769 -0.639 2.148
H: 1.669 0.572 1.211
H: -0.358 0.260 -0.476
H: -1.151 -0.515 0.859
H: -0.120 3.321 2.394
H: 0.441 1.859 2.841
H: -2.127 2.317 3.872
H: -3.175 0.599 -0.246
H: -3.903 -0.416 1.058
H: -5.710 -0.062 -0.463
H: -5.195 1.637 -0.725
H: -5.917 1.203 0.788
H: 1.798 2.755 0.125
H: 1.455 1.452 -1.068
H: 2.082 3.002 -1.586
C: -10.158 3.768 -3.518
O: -10.426 2.657 -4.353
C: -9.770 2.708 -5.615
C: -8.719 1.625 -5.723
N: -7.588 1.904 -4.848
C: -6.627 0.811 -4.731
C: -7.098 -0.487 -4.084
O: -7.403 -0.369 -2.709
C: -8.721 0.045 -2.409
H: -10.797 3.680 -2.642
H: -9.115 3.785 -3.186
H: -10.388 4.709 -4.027
H: -9.334 3.694 -5.796
H: -10.533 2.533 -6.381
H: -8.364 1.573 -6.756
H: -9.204 0.669 -5.480
H: -7.936 2.126 -3.925
H: -5.788 1.187 -4.141
H: -6.235 0.583 -5.728
H: -6.267 -1.195 -4.143
H: -7.935 -0.948 -4.625
H: -9.440 -0.303 -3.156
H: -8.789 1.132 -2.313
H: -8.988 -0.384 -1.442
C: 5.674 -3.886 2.872
O: 6.196 -2.573 2.949
C: 6.588 -2.173 4.254
C: 8.088 -1.991 4.327
N: 8.779 -3.273 4.238
C: 10.225 -3.165 4.078
C: 10.753 -2.527 2.797
O: 10.498 -3.279 1.627
C: 9.244 -3.039 1.010
H: 5.301 -4.026 1.859
H: 6.446 -4.640 3.067
H: 4.845 -4.021 3.572
H: 6.239 -2.883 5.010
H: 6.110 -1.209 4.454
H: 8.348 -1.512 5.276
H: 8.375 -1.313 3.513
H: 8.405 -3.789 3.453
H: 10.629 -4.180 4.130
H: 10.631 -2.619 4.935
H: 11.843 -2.478 2.886
H: 10.407 -1.494 2.672
H: 8.911 -2.008 1.150
H: 8.476 -3.724 1.380
H: 9.363 -3.224 -0.058

Values from the calculation:
- net charge = -1


A cluster of 3 separate species, C23H54BrIN2O6PSi4 in total at a distorted geometry, computed with ωB97M-V/def2-TZVPD.

Positions of all 92 atoms, in Å:
O: -1.165 0.756 -2.445
P: -0.561 0.708 -1.063
C: -0.614 -1.021 -0.362
C: -1.906 -1.730 -0.374
C: -3.212 -1.102 -0.910
O: -3.963 -2.163 -1.505
C: -5.211 -1.599 -1.953
O: -5.391 -1.927 -3.318
C: -4.233 -1.604 -4.107
C: -3.353 -2.876 -4.469
O: -2.127 -2.859 -3.707
C: -1.863 -3.118 0.182
N: -0.783 -3.716 0.667
N: 0.341 -3.033 0.635
C: 1.525 -3.797 1.159
C: 1.664 -3.747 2.731
C: 1.360 -2.371 3.420
Br: 3.073 -1.461 3.819
C: 0.563 -1.761 0.202
I: 2.407 -0.694 0.237
H: -1.392 1.530 -0.232
H: 0.739 1.268 -1.145
H: -3.041 -0.230 -1.597
H: -3.774 -0.706 -0.012
H: -6.078 -2.044 -1.402
H: -5.234 -0.477 -1.852
H: -3.568 -0.822 -3.660
H: -4.609 -1.189 -5.080
H: -3.958 -3.767 -4.143
H: -3.123 -2.888 -5.563
H: -1.971 -3.739 -3.330
H: -2.835 -3.668 0.200
H: 1.313 -4.874 0.910
H: 2.460 -3.560 0.595
H: 0.920 -4.493 3.135
H: 2.668 -4.164 3.015
H: 0.916 -2.607 4.425
H: 0.614 -1.726 2.901
O: -0.028 0.393 -8.328
Si: -0.066 0.668 -6.694
C: -1.660 0.003 -5.959
C: 0.034 2.508 -6.342
C: 1.366 -0.167 -5.823
Si: -0.909 0.779 -9.682
C: -0.151 0.036 -11.223
C: -0.978 2.640 -9.905
C: -2.663 0.130 -9.523
H: -2.523 0.551 -6.346
H: -1.651 0.105 -4.870
H: -1.783 -1.054 -6.206
H: 0.912 2.944 -6.823
H: 0.105 2.685 -5.266
H: -0.854 3.024 -6.715
H: 2.322 0.208 -6.196
H: 1.338 -1.249 -5.975
H: 1.318 0.029 -4.749
H: 0.865 0.406 -11.375
H: -0.745 0.302 -12.100
H: -0.115 -1.054 -11.154
H: -1.527 3.110 -9.085
H: -1.480 2.895 -10.841
H: 0.030 3.062 -9.928
H: -3.189 0.630 -8.707
H: -2.657 -0.944 -9.321
H: -3.221 0.304 -10.446
O: 2.840 1.320 9.382
Si: 2.148 1.024 7.908
C: 3.152 1.830 6.542
C: 0.405 1.717 7.856
C: 2.055 -0.812 7.552
Si: 3.245 2.619 10.338
C: 4.031 2.064 11.942
C: 1.716 3.623 10.753
C: 4.465 3.729 9.443
H: 3.132 2.918 6.636
H: 2.749 1.565 5.561
H: 4.193 1.501 6.587
H: -0.188 1.327 8.686
H: -0.087 1.438 6.920
H: 0.417 2.807 7.924
H: 1.453 -1.325 8.306
H: 3.052 -1.258 7.544
H: 1.596 -0.983 6.576
H: 3.347 1.435 12.516
H: 4.288 2.932 12.554
H: 4.946 1.497 11.754
H: 1.292 4.074 9.853
H: 1.963 4.425 11.452
H: 0.953 2.989 11.211
H: 4.006 4.177 8.559
H: 5.340 3.157 9.123
H: 4.801 4.535 10.099

Values from the calculation:
- net charge = +1


A cluster of 9 separate species, C23H54N10O18PS in total at a distorted geometry, computed with ωB97M-V/def2-TZVPD.

Positions of all 107 atoms, in Å:
C: -2.228 3.843 1.408
C: -0.636 3.646 1.329
C: -0.155 2.370 2.187
C: -0.068 1.079 1.238
O: 1.173 0.337 1.368
C: 2.063 0.572 0.243
N: 2.122 2.013 0.024
C: 1.762 2.431 -1.106
S: 1.033 2.834 -2.530
C: 3.507 0.127 0.807
C: 4.599 -0.116 -0.329
C: 5.178 1.202 -1.002
C: 6.330 1.740 -0.002
C: 5.888 0.982 -2.414
C: 4.985 1.583 -3.584
C: 4.002 -1.186 -1.348
C: 2.619 -0.649 -1.902
N: 1.605 -0.316 -0.851
P: 1.173 -1.926 -0.040
C: -0.730 -2.027 0.094
O: 1.576 -3.235 -1.046
H: -2.488 3.810 2.510
H: -2.568 4.809 0.923
H: -2.674 2.940 0.877
H: -0.330 3.574 0.242
H: -0.121 4.577 1.739
H: 0.880 2.631 2.555
H: -0.839 2.192 3.070
H: -0.363 1.312 0.161
H: -0.891 0.382 1.611
H: 3.832 0.957 1.503
H: 3.410 -0.817 1.435
H: 5.481 -0.626 0.185
H: 4.445 2.051 -1.094
H: 6.554 2.836 -0.162
H: 7.271 1.126 -0.179
H: 5.978 1.533 1.062
H: 6.836 1.616 -2.391
H: 6.241 -0.075 -2.600
H: 4.538 0.700 -4.154
H: 4.082 2.168 -3.207
H: 5.532 2.279 -4.283
H: 4.653 -1.404 -2.242
H: 3.921 -2.166 -0.776
H: 2.222 -1.344 -2.713
H: 2.862 0.316 -2.464
H: 0.708 -0.042 -1.302
H: -1.204 -1.238 -0.558
H: -1.048 -1.950 1.182
H: -1.042 -3.076 -0.224
H: 0.783 -3.779 -1.229
C: -5.032 -2.136 -0.106
N: -4.406 -0.789 -0.015
O: -3.474 -0.653 0.760
O: -4.869 0.084 -0.722
H: -4.518 -2.807 0.577
H: -6.078 -2.031 0.172
H: -4.930 -2.478 -1.132
C: 1.555 0.149 4.656
N: 1.023 1.093 5.671
O: 0.184 0.669 6.442
O: 1.466 2.224 5.655
H: 1.072 -0.817 4.788
H: 1.329 0.562 3.676
H: 2.629 0.067 4.814
C: -6.207 -6.833 0.032
N: -5.584 -5.486 0.116
O: -4.653 -5.344 0.885
O: -6.054 -4.616 -0.594
H: -5.689 -7.500 0.716
H: -7.253 -6.728 0.313
H: -6.106 -7.177 -0.995
C: 1.925 -0.525 -5.701
N: 3.203 -1.271 -5.820
O: 3.292 -2.329 -5.222
O: 4.070 -0.770 -6.505
H: 1.249 -1.088 -5.063
H: 2.153 0.446 -5.262
H: 1.510 -0.418 -6.701
C: 2.038 5.342 5.094
N: 2.619 6.708 5.142
O: 3.553 6.893 5.896
O: 2.113 7.545 4.420
H: 2.584 4.704 5.784
H: 0.992 5.419 5.385
H: 2.138 4.979 4.073
C: -2.206 -0.741 7.754
N: -2.752 -1.907 7.012
O: -2.469 -2.003 5.831
O: -3.443 -2.683 7.639
H: -1.613 -0.141 7.069
H: -3.050 -0.171 8.138
H: -1.589 -1.127 8.564
C: -3.027 -1.393 -3.479
N: -1.750 -2.138 -3.623
O: -1.649 -3.201 -3.038
O: -0.889 -1.629 -4.318
H: -3.693 -1.962 -2.836
H: -2.796 -0.426 -3.034
H: -3.457 -1.277 -4.472
C: -7.024 -0.616 -6.231
N: -5.965 -0.800 -5.205
O: -4.865 -0.328 -5.439
O: -6.271 -1.411 -4.201
H: -6.609 -0.057 -7.065
H: -7.346 -1.606 -6.550
H: -7.840 -0.067 -5.764

Values from the calculation:
- net charge = +1


A cluster of 3 separate species, C23H55N5O6P3 in total at a distorted geometry, computed with ωB97M-V/def2-TZVPD.

Positions of all 92 atoms, in Å:
C: -6.126 -3.751 -3.100
O: -6.226 -5.004 -2.424
C: -5.012 -5.306 -1.729
C: -3.829 -5.485 -2.746
C: -2.561 -6.161 -2.106
C: -2.198 -5.606 -0.682
C: -1.749 -4.098 -0.750
C: -0.179 -4.015 -0.552
C: 0.239 -2.539 -0.879
C: 1.593 -2.077 -0.232
C: 1.976 -0.677 -0.900
C: 2.517 0.374 0.149
C: 1.734 1.747 0.121
C: 1.869 2.524 -1.234
P: 0.596 2.111 -2.511
O: -0.803 1.942 -1.969
O: 1.078 0.844 -3.500
O: 0.555 3.422 -3.567
N: 0.331 1.536 0.584
C: 0.216 1.027 1.980
C: 0.874 1.962 3.051
P: 0.594 1.428 4.820
N: 1.592 0.313 5.366
C: 2.426 2.080 2.664
C: 2.466 2.677 1.213
P: 4.179 3.264 0.671
N: 5.060 3.911 1.834
H: -7.113 -3.237 -3.053
H: -5.891 -3.878 -4.187
H: -5.391 -3.081 -2.588
H: -5.192 -6.245 -1.157
H: -4.810 -4.440 -1.041
H: -3.520 -4.526 -3.228
H: -4.197 -6.157 -3.561
H: -2.645 -7.275 -2.063
H: -1.696 -5.940 -2.785
H: -3.025 -5.677 0.055
H: -1.322 -6.178 -0.287
H: -2.223 -3.444 0.022
H: -2.032 -3.649 -1.739
H: 0.264 -4.679 -1.337
H: 0.116 -4.307 0.478
H: -0.569 -1.849 -0.523
H: 0.336 -2.374 -1.982
H: 1.556 -2.023 0.880
H: 2.368 -2.813 -0.565
H: 2.780 -0.890 -1.637
H: 1.035 -0.297 -1.360
H: 2.503 -0.113 1.146
H: 3.588 0.562 -0.093
H: 2.873 2.268 -1.659
H: 1.879 3.615 -1.029
H: 1.949 1.109 -3.839
H: 0.812 4.171 -3.012
H: -0.256 2.377 0.520
H: -0.100 0.812 -0.017
H: 0.614 -0.003 2.114
H: -0.875 0.955 2.228
H: 0.472 3.001 2.905
H: -0.793 1.084 4.915
H: 0.762 2.614 5.613
H: 2.220 0.050 4.605
H: 2.854 2.774 3.426
H: 2.958 1.114 2.786
H: 1.835 3.611 1.243
H: 3.951 4.213 -0.369
H: 4.949 2.184 0.113
H: 4.537 3.864 2.708
C: -2.534 -4.186 3.040
O: -1.682 -4.948 2.638
N: -2.293 -2.952 3.552
C: -3.360 -2.089 4.017
C: -0.922 -2.486 3.634
H: -3.605 -4.445 3.021
H: -3.349 -1.158 3.444
H: -3.207 -1.863 5.075
H: -4.329 -2.570 3.893
H: -0.483 -2.472 2.631
H: -0.342 -3.171 4.255
H: -0.886 -1.486 4.064
C: 1.993 6.143 -2.145
O: 2.662 5.112 -2.202
N: 2.449 7.373 -2.422
C: 1.601 8.548 -2.334
C: 3.839 7.532 -2.823
H: 0.929 6.135 -1.851
H: 1.554 9.032 -3.311
H: 2.023 9.243 -1.606
H: 0.593 8.276 -2.024
H: 4.023 6.950 -3.727
H: 4.490 7.159 -2.031
H: 4.059 8.580 -3.013

Values from the calculation:
- net charge = +1


Number 1: gap between HOMO and LUMO 9.30 eV. Number 2: gap between HOMO and LUMO 6.15 eV. Number 3: gap between HOMO and LUMO 6.34 eV. Number 4: gap between HOMO and LUMO 8.50 eV. Number 5: gap between HOMO and LUMO 7.98 eV.